Entry 1:
{
  "formula": "C18H25As2N4RuS",
  "method": "the ωB97M-V functional and the def2-TZVPD basis",
  "species": ["Ru", "C", "C", "N", "N", "C", "N", "S", "C", "C", "C", "C", "C", "N", "H", "H", "H", "H", "H", "H", "H", "H", "H", "C", "As", "C", "C", "C", "C", "C", "C", "C", "As", "C", "C", "H", "H", "H", "H", "H", "H", "H", "H", "H", "H", "H", "H", "H", "H", "H", "H"],
  "xyz": [[1.107, 0.020, 0.527], [0.941, -1.399, 4.645], [0.729, -1.223, 3.192], [1.592, -0.361, 2.469], [2.703, 0.030, 3.031], [3.515, 0.719, 2.222], [4.656, 1.144, 2.740], [3.149, 1.054, 0.533], [-0.263, -1.818, 2.407], [-1.186, -2.769, 2.909], [-2.135, -3.315, 2.084], [-2.191, -2.926, 0.740], [-1.274, -2.001, 0.286], [-0.338, -1.450, 1.066], [1.056, -0.424, 5.122], [1.864, -1.951, 4.840], [0.117, -1.921, 5.119], [4.875, 0.926, 3.703], [5.318, 1.676, 2.197], [-1.127, -3.071, 3.944], [-2.832, -4.046, 2.471], [-2.922, -3.335, 0.060], [-1.288, -1.668, -0.746], [1.644, -1.833, -2.727], [1.205, -0.102, -1.994], [2.371, 1.156, -2.878], [-0.577, 0.348, -2.596], [-1.036, -0.117, -3.823], [-2.306, 0.225, -4.270], [-3.118, 1.038, -3.494], [-2.666, 1.505, -2.267], [-1.400, 1.163, -1.808], [-0.790, 1.810, -0.080], [-0.442, 3.695, -0.358], [-2.362, 1.724, 1.051], [1.660, -1.812, -3.816], [0.912, -2.561, -2.382], [2.633, -2.113, -2.367], [2.169, 1.153, -3.948], [3.407, 0.869, -2.702], [2.197, 2.154, -2.480], [-0.412, -0.748, -4.444], [-2.655, -0.142, -5.226], [-4.106, 1.310, -3.841], [-3.314, 2.139, -1.674], [-1.324, 4.164, -0.792], [0.399, 3.800, -1.040], [-0.201, 4.170, 0.591], [-3.153, 2.367, 0.667], [-2.090, 2.056, 2.052], [-2.709, 0.693, 1.088]],
  "atomic_forces_ev_per_a": [[0.1, 0.0, 0.2], [0.0, 0.0, 0.0], [-0.2, -0.2, 0.1], [0.2, 0.2, -0.5], [-0.1, -0.1, 0.4], [0.1, 0.1, -0.1], [0.0, 0.0, 0.0], [-0.1, 0.0, -0.1], [0.0, 0.0, 0.1], [0.0, 0.0, 0.0], [0.0, 0.0, 0.0], [0.0, 0.0, 0.0], [0.0, 0.0, 0.0], [0.2, 0.1, -0.1], [0.0, 0.0, 0.0], [0.0, 0.0, 0.0], [0.0, 0.0, 0.0], [0.0, 0.0, 0.0], [0.0, 0.0, 0.0], [0.0, 0.0, 0.0], [0.0, 0.0, 0.0], [0.0, 0.0, 0.0], [0.0, 0.0, 0.0], [0.0, 0.0, 0.0], [-0.1, 0.0, 0.3], [0.0, 0.0, 0.0], [0.0, 0.0, 0.0], [0.0, 0.0, -0.1], [0.0, 0.0, 0.0], [0.0, 0.0, 0.0], [0.0, 0.0, 0.0], [0.1, 0.0, 0.1], [0.0, 0.0, -0.1], [0.0, 0.0, 0.0], [0.0, 0.0, 0.0], [0.0, 0.1, 0.0], [0.0, 0.0, 0.0], [0.0, 0.0, 0.0], [0.0, 0.0, 0.0], [0.0, 0.0, 0.0], [0.0, 0.0, 0.0], [0.0, 0.0, 0.0], [0.0, 0.0, 0.0], [0.0, 0.0, 0.0], [0.0, 0.0, 0.0], [0.0, 0.0, 0.0], [0.0, 0.0, 0.0], [0.0, 0.0, 0.0], [0.0, 0.0, 0.0], [0.0, 0.0, 0.0], [0.0, 0.0, 0.0]],
  "lowdin_charge": [0.752, -0.009, -0.204, -0.179, 0.053, -0.752, 0.175, 0.606, -0.219, 0.027, -0.015, -0.018, -0.131, -0.070, 0.099, 0.107, 0.081, 0.143, 0.126, 0.120, 0.129, 0.122, 0.099, -0.251, 1.050, -0.266, -0.433, -0.085, -0.038, -0.036, -0.085, -0.426, 1.111, -0.251, -0.262, 0.045, 0.037, 0.043, 0.052, 0.037, 0.029, 0.107, 0.123, 0.123, 0.106, 0.048, 0.029, 0.042, 0.041, 0.040, 0.028],
  "molar_mass_da": 580.41,
  "e_lumo_ev": [-5.782, -8.654],
  "multiplicity": 6,
  "orbital_gap_ev": [6.519, 6.608],
  "total_charge": 2
}

Entry 2:
{
  "formula": "C18H25BBrFN2O3",
  "method": "the ωB97M-V functional and the def2-TZVPD basis",
  "species": ["C", "B", "O", "C", "C", "C", "C", "C", "Br", "C", "O", "C", "F", "C", "C", "O", "H", "H", "H", "H", "H", "H", "H", "H", "H", "H", "H", "C", "C", "C", "C", "N", "H", "H", "H", "H", "H", "H", "H", "C", "C", "C", "C", "N", "H", "H", "H", "H", "H", "H", "H"],
  "xyz": [[2.979, 0.530, 3.479], [1.725, 0.769, 2.577], [1.621, 1.989, 1.922], [0.572, -0.283, 2.321], [0.583, -1.158, 1.313], [1.682, -1.302, 0.320], [1.929, -2.736, -0.140], [3.358, -2.849, -0.705], [1.795, -3.955, 1.394], [-0.623, -2.025, 1.178], [-1.164, -2.264, 0.116], [-1.174, -2.486, 2.492], [-1.655, -3.714, 2.567], [-1.167, -1.638, 3.513], [-0.603, -0.291, 3.240], [-1.081, 0.726, 3.700], [3.861, 0.680, 2.861], [3.006, 1.330, 4.214], [3.024, -0.432, 3.973], [0.876, 2.475, 2.297], [1.404, -0.741, -0.568], [2.627, -0.902, 0.672], [1.234, -3.029, -0.911], [3.731, -1.887, -1.033], [4.015, -3.183, 0.087], [3.405, -3.603, -1.478], [-1.547, -1.922, 4.479], [0.306, 0.950, -2.485], [0.798, 2.212, -3.177], [1.131, 1.981, -4.655], [2.191, 0.978, -4.799], [3.022, 0.190, -4.883], [1.077, 0.177, -2.494], [0.062, 1.163, -1.450], [-0.586, 0.555, -2.975], [1.683, 2.587, -2.659], [0.032, 2.983, -3.102], [1.467, 2.907, -5.121], [0.250, 1.632, -5.196], [-4.994, 1.686, 0.454], [-4.292, 0.481, -0.162], [-2.764, 0.603, -0.138], [-2.329, 1.777, -0.897], [-2.017, 2.715, -1.480], [-4.779, 2.599, -0.102], [-6.075, 1.543, 0.444], [-4.682, 1.835, 1.489], [-4.629, 0.351, -1.192], [-4.575, -0.421, 0.383], [-2.306, -0.285, -0.574], [-2.404, 0.700, 0.889]],
  "atomic_forces_ev_per_a": [[-0.3, -0.1, -0.4], [0.1, 0.4, -0.3], [0.2, -0.1, 0.8], [0.2, 0.1, 0.2], [-0.1, 0.2, 0.5], [-0.4, -0.3, -0.4], [1.2, 0.5, -0.2], [-0.4, -0.4, 0.6], [-0.3, -0.1, -0.2], [-0.3, -0.3, -0.8], [0.4, -0.1, 0.6], [0.2, 0.4, 0.3], [-0.2, 0.0, -0.2], [-0.1, -0.4, -0.1], [-0.3, -0.1, 0.0], [0.3, -0.1, 0.1], [0.3, 0.0, -0.1], [0.0, 0.1, 0.2], [0.1, -0.2, 0.1], [-0.3, 0.1, -0.6], [0.1, 0.2, -0.3], [0.0, 0.2, 0.4], [-0.5, -0.3, 0.3], [-0.1, 0.1, -0.4], [0.3, 0.0, 0.2], [0.1, 0.0, -0.3], [-0.3, 0.2, 0.2], [0.3, -0.1, -0.1], [-0.1, 0.0, 0.1], [0.1, 0.0, 0.2], [0.0, 0.0, -0.1], [0.0, 0.0, 0.0], [0.0, 0.0, -0.1], [0.0, 0.0, 0.1], [0.0, 0.0, 0.0], [0.0, 0.0, -0.1], [0.0, 0.0, -0.1], [0.0, 0.0, -0.1], [0.0, 0.0, 0.0], [0.0, 0.0, 0.0], [-0.2, 0.1, 0.1], [-0.2, 0.0, -0.2], [-0.1, 0.0, 0.2], [-0.1, 0.1, 0.0], [0.0, 0.0, 0.0], [0.0, 0.0, 0.0], [0.0, 0.0, 0.0], [0.1, -0.1, 0.0], [0.1, -0.1, 0.0], [0.1, 0.0, 0.0], [0.0, 0.0, 0.0]],
  "lowdin_charge": [0.019, -0.442, 0.132, 0.017, -0.166, -0.170, -0.664, -0.132, 0.809, -0.334, 0.126, -0.227, 0.120, 0.104, -0.339, 0.117, 0.077, 0.076, 0.064, 0.114, 0.111, 0.126, 0.094, 0.080, 0.049, 0.078, 0.137, -0.130, -0.255, -0.186, -0.244, 0.138, 0.059, 0.046, 0.085, 0.115, 0.088, 0.116, 0.120, -0.106, -0.248, -0.175, -0.233, 0.177, 0.070, 0.072, 0.077, 0.113, 0.110, 0.098, 0.116],
  "molar_mass_da": 427.12,
  "e_lumo_ev": -1.168,
  "orbital_gap_ev": 9.065,
  "total_charge": 0,
  "smiles": "CB(O)C1=C(C[C@@H](C)Br)C(=O)C(F)=CC1=O.CCCC#N.CCCC#N"
}

Question: Which formula does entry 2 have?
Answer: C18H25BBrFN2O3